No. 1
The following is a quantum chemistry calculation of a cluster of 9 separate species, C48H74F8IO28P in total, from the OMol25 dataset.

The geometry in ORCA input format:
```
! wB97M-V def2-TZVPD RIJCOSX def2/J DEFGRID3
* xyz 0 1
C -14.90 0.65 -2.20
C -14.98 0.66 -3.78
C -13.92 -0.25 -4.51
C -13.29 -1.39 -3.62
C -11.83 -0.99 -3.13
C -10.77 -1.85 -3.93
C -9.33 -1.20 -3.97
C -8.17 -2.29 -3.93
C -7.06 -1.96 -5.01
C -6.43 -0.55 -4.65
C -4.87 -0.53 -4.69
C -4.20 -1.68 -3.80
C -2.89 -1.10 -3.13
C -1.65 -2.11 -3.22
C -0.90 -2.28 -1.84
C 0.55 -1.64 -1.81
C 1.63 -2.56 -1.11
C 2.01 -2.08 0.35
O 3.34 -1.51 0.38
P 3.85 -1.08 1.91
O 2.79 -1.41 2.93
O 5.36 -1.71 2.23
C 5.34 -2.61 3.36
C 6.82 -2.82 3.93
C 7.91 -1.93 3.23
O 4.05 0.60 1.92
C 5.29 0.99 1.31
I 4.84 2.77 0.10
C 6.47 1.21 2.34
C 7.09 2.66 2.37
H -15.20 1.68 -1.86
H -15.70 -0.03 -1.81
H -13.89 0.46 -1.79
H -16.00 0.37 -4.12
H -14.76 1.72 -4.10
H -13.11 0.35 -4.99
H -14.46 -0.77 -5.35
H -13.13 -2.27 -4.30
H -13.95 -1.76 -2.80
H -11.66 0.11 -3.26
H -11.71 -1.18 -2.03
H -10.66 -2.85 -3.42
H -11.14 -1.96 -4.98
H -9.19 -0.49 -3.12
H -9.23 -0.60 -4.92
H -7.68 -2.17 -2.93
H -8.57 -3.33 -4.05
H -7.55 -1.95 -6.02
H -6.29 -2.77 -5.05
H -6.89 0.18 -5.37
H -6.78 -0.25 -3.63
H -4.52 0.45 -4.25
H -4.44 -0.59 -5.72
H -3.92 -2.52 -4.49
H -4.92 -2.08 -3.05
H -3.15 -0.92 -2.05
H -2.58 -0.15 -3.62
H -0.96 -1.76 -4.02
H -2.09 -3.09 -3.52
H -0.89 -3.38 -1.60
H -1.51 -1.78 -1.05
H 0.45 -0.63 -1.35
H 0.87 -1.49 -2.88
H 2.54 -2.71 -1.75
H 1.16 -3.58 -1.02
H 1.29 -1.26 0.61
H 1.88 -2.97 1.02
H 5.02 -3.63 3.01
H 4.72 -2.26 4.22
H 6.81 -2.50 5.01
H 7.09 -3.91 3.96
H 7.87 -0.91 3.68
H 8.92 -2.33 3.51
H 7.87 -1.93 2.12
H 5.65 0.23 0.57
H 6.21 0.94 3.39
H 7.31 0.53 2.03
H 7.59 2.94 1.40
H 6.38 3.44 2.73
H 7.93 2.61 3.12
C 8.63 4.68 -2.06
C 9.51 3.73 -2.83
O 10.65 3.61 -2.00
C 10.20 3.81 -0.72
O 10.82 3.52 0.25
O 8.96 4.37 -0.71
F 9.88 4.27 -4.02
H 8.87 5.73 -2.26
H 7.57 4.52 -2.25
H 9.06 2.75 -2.99
C -0.46 2.54 -4.62
C -1.01 3.92 -4.78
O -2.00 3.75 -5.78
C -2.45 2.47 -5.65
O -3.45 2.06 -6.13
O -1.61 1.73 -4.89
F -0.06 4.78 -5.24
H 0.32 2.31 -5.34
H -0.08 2.35 -3.61
H -1.47 4.34 -3.88
C -0.11 -2.17 3.72
C -0.47 -3.47 4.37
O -1.72 -3.78 3.77
C -1.69 -3.21 2.54
O -2.44 -3.49 1.66
O -0.69 -2.30 2.42
F -0.66 -3.32 5.71
H -0.55 -1.31 4.23
H 0.98 -2.02 3.66
H 0.23 -4.28 4.19
C -6.58 3.98 -5.19
C -5.60 3.97 -4.06
O -6.39 3.54 -2.96
C -7.36 2.76 -3.49
O -8.04 2.01 -2.86
O -7.46 2.92 -4.83
F -5.13 5.22 -3.80
H -7.15 4.92 -5.25
H -6.11 3.79 -6.15
H -4.76 3.29 -4.20
C 5.65 1.54 6.71
C 6.26 2.88 6.43
O 7.49 2.83 7.13
C 7.85 1.52 7.15
O 8.94 1.12 7.41
O 6.80 0.71 6.82
F 5.51 3.88 6.96
H 5.10 1.52 7.65
H 5.00 1.21 5.91
H 6.45 3.08 5.38
C -0.22 1.64 7.59
C 0.66 0.69 6.83
O -0.15 0.30 5.74
C -0.98 1.36 5.50
O -1.61 1.50 4.51
O -0.99 2.23 6.54
F 0.95 -0.40 7.58
H -0.88 1.13 8.29
H 0.35 2.40 8.13
H 1.59 1.14 6.46
C 11.44 3.00 8.40
C 12.05 4.34 8.13
O 13.28 4.27 8.83
C 13.63 2.96 8.85
O 14.72 2.56 9.11
O 12.59 2.16 8.51
F 11.30 5.34 8.65
H 10.88 2.98 9.34
H 10.78 2.67 7.60
H 12.25 4.54 7.07
C 3.02 -7.25 -2.55
C 3.85 -6.49 -3.54
O 2.89 -5.67 -4.19
C 1.91 -5.45 -3.28
O 1.08 -4.60 -3.38
O 1.99 -6.31 -2.23
F 4.41 -7.32 -4.46
H 2.58 -8.15 -2.98
H 3.59 -7.53 -1.66
H 4.62 -5.86 -3.10
*
```

Its HOMO energy is -9.75 eV. Its LUMO energy is -0.40 eV. The structure (SMILES) is CCCCCCCCCCCCCCCCCCO[P@@](=O)(OCCC)O[C@@H](I)CC.O=C1OC[C@@H](F)O1.O=C1OC[C@@H](F)O1.O=C1OC[C@@H](F)O1.O=C1OC[C@@H](F)O1.O=C1OC[C@@H](F)O1.O=C1OC[C@@H](F)O1.O=C1OC[C@@H](F)O1.O=C1OC[C@@H](F)O1.

Löwdin atomic charge list, values in e, 4 entries: C -0.125; C -0.244; C -0.217; C -0.219

***

No. 2
The following is a quantum chemistry calculation of a cluster of 12 separate species, C48H75N7O10S5 in total, from the OMol25 dataset.

The geometry in ORCA input format:
```
! wB97M-V def2-TZVPD RIJCOSX def2/J DEFGRID3
* xyz 0 1
C -4.53 -17.70 17.59
C -5.41 -16.80 18.46
C -4.99 -15.36 18.26
S -4.30 -15.34 16.56
O -2.90 -15.07 16.55
O -5.22 -14.53 15.78
C -4.58 -17.08 16.21
H -4.99 -18.70 17.50
H -3.52 -17.83 17.91
H -5.40 -17.14 19.53
H -6.42 -16.92 18.08
H -4.26 -15.01 18.99
H -5.82 -14.65 18.22
H -3.84 -17.39 15.50
H -5.55 -17.25 15.78
C -8.64 -6.71 14.69
C -7.92 -5.74 15.78
C -7.93 -6.38 17.16
S -9.46 -7.23 17.06
O -10.50 -6.21 17.05
O -9.51 -8.27 18.09
C -9.19 -7.85 15.38
H -7.89 -7.02 13.97
H -9.40 -6.16 14.23
H -8.27 -4.75 15.67
H -6.90 -5.65 15.33
H -7.90 -5.55 17.85
H -7.05 -6.98 17.27
H -10.18 -8.17 15.03
H -8.53 -8.69 15.47
C -12.77 -15.41 24.61
C -12.85 -14.03 25.32
C -12.08 -12.87 24.60
S -10.91 -13.87 23.63
O -9.85 -14.34 24.51
O -10.53 -13.15 22.44
C -11.98 -15.25 23.34
H -13.76 -15.81 24.38
H -12.22 -16.10 25.25
H -12.37 -14.23 26.33
H -13.87 -13.70 25.55
H -11.51 -12.31 25.34
H -12.66 -12.11 23.97
H -11.27 -16.12 23.22
H -12.52 -14.89 22.49
C -7.04 -13.49 22.90
C -6.63 -14.06 24.32
C -6.08 -15.45 24.25
S -6.01 -15.78 22.42
O -6.40 -17.17 22.08
O -4.69 -15.29 22.01
C -7.33 -14.69 22.00
H -6.16 -12.99 22.49
H -7.89 -12.75 22.90
H -7.57 -14.03 24.87
H -5.84 -13.33 24.73
H -6.77 -16.19 24.60
H -5.15 -15.79 24.69
H -8.27 -15.19 22.20
H -7.39 -14.56 20.92
C -7.83 -6.92 21.06
C -7.31 -8.33 20.67
C -7.17 -9.03 21.95
S -8.78 -8.72 22.77
O -8.43 -8.48 24.15
O -9.78 -9.73 22.51
C -9.07 -7.24 21.84
H -8.15 -6.27 20.21
H -7.12 -6.35 21.68
H -6.45 -8.30 20.00
H -8.06 -8.86 20.03
H -6.41 -8.61 22.55
H -6.93 -10.12 21.91
H -9.64 -6.53 22.49
H -9.78 -7.56 21.07
N -9.17 -17.78 22.79
C -10.31 -18.16 22.24
C -11.16 -18.60 23.22
C -10.44 -18.46 24.45
C -9.15 -17.99 24.12
H -8.30 -17.67 22.30
H -10.47 -17.94 21.22
H -12.12 -19.07 23.05
H -10.73 -18.68 25.45
H -8.28 -17.89 24.73
N -12.78 -13.97 18.85
C -12.38 -14.96 18.07
C -12.44 -16.16 18.74
C -12.98 -15.82 19.99
C -13.20 -14.49 20.01
H -12.78 -12.96 18.67
H -12.01 -14.65 17.11
H -12.07 -17.09 18.39
H -12.99 -16.45 20.83
H -13.72 -13.87 20.86
N -11.40 -10.37 17.26
C -12.42 -9.50 17.01
C -13.44 -10.22 16.35
C -12.98 -11.53 16.11
C -11.75 -11.59 16.73
H -10.63 -10.09 17.78
H -12.48 -8.54 17.44
H -14.45 -9.92 16.16
H -13.46 -12.31 15.57
H -11.13 -12.49 16.83
N -5.06 -11.33 17.53
C -5.63 -10.69 16.46
C -5.52 -9.35 16.62
C -4.82 -9.19 17.82
C -4.46 -10.41 18.34
H -5.02 -12.37 17.53
H -6.17 -11.23 15.70
H -5.77 -8.61 15.90
H -4.55 -8.19 18.09
H -3.80 -10.61 19.16
N -12.66 -9.77 22.08
C -13.92 -10.08 22.58
C -14.65 -10.71 21.56
C -13.80 -10.70 20.41
C -12.60 -10.19 20.73
H -11.88 -9.41 22.55
H -14.30 -9.73 23.56
H -15.71 -10.78 21.66
H -14.19 -10.82 19.34
H -11.80 -9.86 20.11
N -9.55 -12.89 19.82
C -9.13 -11.61 19.94
C -8.44 -11.28 18.72
C -8.52 -12.42 17.93
C -9.24 -13.40 18.60
H -9.91 -13.34 20.62
H -9.25 -11.09 20.90
H -7.86 -10.45 18.55
H -7.92 -12.49 17.05
H -9.66 -14.32 18.36
N -11.34 -9.73 13.75
C -10.38 -10.63 13.47
C -9.62 -10.11 12.48
C -10.14 -8.85 12.11
C -11.14 -8.59 12.99
H -11.90 -9.77 14.56
H -10.33 -11.56 14.00
H -8.78 -10.56 11.96
H -9.62 -8.25 11.38
H -11.88 -7.78 13.04
*
```

Its HOMO energy is -7.94 eV. Its LUMO energy is 0.37 eV. The structure (SMILES) is O=S1(=O)CCCC1.O=S1(=O)CCCC1.O=S1(=O)CCCC1.O=S1(=O)CCCC1.O=S1(=O)CCCC1.c1cc[nH]c1.c1cc[nH]c1.c1cc[nH]c1.c1cc[nH]c1.c1cc[nH]c1.c1cc[nH]c1.c1cc[nH]c1.

Löwdin atomic charge list, values in e, 4 entries: C -0.227; C -0.217; C -0.207; S 0.665

***

No. 3
The following is a quantum chemistry calculation of a cluster of 12 separate species, C48H78O30 in total, from the OMol25 dataset.

The geometry in ORCA input format:
```
! wB97M-V def2-TZVPD RIJCOSX def2/J DEFGRID3
* xyz 1 2
C 3.38 1.22 5.06
C 2.27 0.20 5.03
C 2.84 -1.16 5.36
O 3.91 -0.69 6.25
C 4.05 0.75 6.32
H 3.08 2.26 5.18
H 4.13 0.98 4.30
H 1.84 0.18 4.03
H 1.53 0.57 5.73
H 3.43 -1.60 4.56
H 2.21 -1.93 5.80
H 5.11 0.97 6.44
H 3.55 1.20 7.18
C 0.37 -0.40 -0.29
C 0.05 0.14 1.07
C -1.27 0.84 0.73
O -1.13 1.39 -0.54
C -0.13 0.66 -1.30
H -0.11 -1.36 -0.46
H 1.44 -0.53 -0.48
H 0.84 0.84 1.34
H -0.01 -0.59 1.88
H -1.59 1.62 1.41
H -2.19 0.25 0.69
H 0.65 1.38 -1.55
H -0.54 0.20 -2.20
C -5.00 4.98 2.07
C -3.95 4.40 3.14
C -4.91 3.88 4.26
O -6.23 4.31 3.93
C -6.12 5.42 2.97
H -5.25 4.28 1.28
H -4.55 5.91 1.72
H -3.30 5.20 3.49
H -3.31 3.70 2.61
H -4.65 4.21 5.26
H -4.84 2.79 4.32
H -5.81 6.36 3.42
H -7.10 5.62 2.54
C -4.11 2.57 -3.18
C -4.21 1.35 -2.24
C -4.36 1.71 -0.74
O -5.06 0.56 -0.35
C -6.01 0.33 -1.25
O -7.03 -0.36 -1.15
O -5.48 0.81 -2.43
H -4.57 2.43 -4.16
H -3.09 2.90 -3.37
H -4.66 3.42 -2.79
H -3.37 0.67 -2.37
H -4.90 2.64 -0.56
H -3.39 1.73 -0.22
C -0.53 -2.06 -8.72
C -0.29 -0.58 -8.19
C -1.57 0.20 -8.11
O -1.53 0.71 -6.79
C -0.48 0.26 -6.10
O -0.23 0.54 -4.90
O 0.21 -0.64 -6.86
H 0.42 -2.55 -8.95
H -1.05 -2.08 -9.67
H -1.18 -2.55 -7.99
H 0.39 -0.07 -8.87
H -2.44 -0.45 -8.22
H -1.64 1.04 -8.81
C 6.68 -4.71 0.47
C 5.30 -4.61 -0.08
C 4.12 -4.42 0.90
O 3.46 -3.19 0.45
C 4.22 -2.58 -0.54
O 4.01 -1.49 -1.03
O 5.29 -3.43 -0.86
H 7.48 -5.02 -0.20
H 6.73 -5.43 1.29
H 7.00 -3.76 0.90
H 4.86 -5.44 -0.64
H 4.39 -4.47 1.95
H 3.44 -5.25 0.72
C -0.13 -4.05 1.73
C -0.20 -4.62 3.23
C -1.29 -5.62 3.54
O -0.66 -6.65 4.20
C 0.66 -6.58 4.01
O 1.43 -7.44 4.47
O 0.92 -5.45 3.38
H 0.00 -4.81 0.95
H 0.88 -3.66 1.59
H -0.74 -3.21 1.41
H -0.04 -3.86 4.00
H -1.77 -6.00 2.64
H -2.09 -5.21 4.15
C 3.86 0.47 1.31
C 3.36 1.84 1.78
C 4.34 3.00 2.06
O 3.57 4.09 1.62
C 2.59 3.79 0.81
O 1.99 4.58 0.16
O 2.51 2.39 0.86
H 3.02 -0.22 1.32
H 4.56 0.07 2.05
H 4.45 0.44 0.39
H 2.70 1.69 2.63
H 5.24 2.87 1.46
H 4.65 3.05 3.10
C -0.52 4.07 -2.62
C -1.08 4.70 -1.30
C -0.61 6.16 -1.22
O -1.78 6.87 -1.17
C -2.85 6.06 -1.08
O -3.97 6.41 -0.82
O -2.47 4.83 -1.32
H -0.71 3.00 -2.55
H 0.49 4.38 -2.88
H -1.03 4.39 -3.54
H -0.80 4.07 -0.46
H 0.00 6.45 -2.07
H -0.13 6.39 -0.28
C -4.88 -2.87 2.50
C -3.93 -1.65 2.41
C -4.49 -0.46 3.14
O -3.35 0.15 3.68
C -2.29 -0.75 3.77
O -1.20 -0.58 4.28
O -2.77 -1.86 3.15
H -5.30 -3.07 3.49
H -4.34 -3.77 2.19
H -5.74 -2.66 1.86
H -3.77 -1.44 1.35
H -5.27 -0.81 3.82
H -4.91 0.26 2.44
C -0.17 -3.47 -3.21
C -1.61 -3.84 -2.84
C -1.78 -4.81 -1.73
O -2.86 -4.29 -1.07
C -2.96 -3.01 -1.38
O -3.69 -2.20 -0.84
O -2.04 -2.71 -2.26
H 0.02 -2.45 -3.53
H -0.05 -4.03 -4.14
H 0.53 -3.62 -2.40
H -2.21 -3.95 -3.74
H -0.94 -4.75 -1.03
H -1.93 -5.85 -2.02
C 4.23 1.56 -2.28
C 5.68 1.08 -2.14
C 6.08 -0.24 -2.71
O 7.06 0.19 -3.59
C 7.23 1.50 -3.63
O 7.90 2.09 -4.40
O 6.50 2.07 -2.68
H 3.75 0.70 -1.82
H 3.87 1.94 -3.24
H 4.12 2.34 -1.53
H 5.98 1.06 -1.10
H 5.24 -0.69 -3.25
H 6.40 -1.00 -1.99
*
```

The expectation value of S² is 0.75. Its HOMO energy (spin up / spin down) is -10.64 / -10.64 eV. Its LUMO energy (spin up / spin down) is -3.13 / -9.16 eV.

Löwdin atomic charge list, values in e, 4 entries: C -0.141; C -0.152; C 0.001; O 0.133